Record 1
93
Properties=species:S:1:pos:R:3:lowdin_spin:R:1 method="wB97M-V/def2-TZVPD" spin_multiplicity=3 s_squared=2.030 de_lowest_kj_mol=593.6 charge=+2
C -0.622 6.181 -3.774 0.00
C -0.853 4.776 -3.925 0.00
C -1.189 4.430 -5.296 0.00
C -1.125 5.390 -6.320 0.00
N -0.838 6.669 -6.130 0.00
C -0.589 7.041 -4.874 0.00
C -0.684 3.864 -2.840 0.00
C -0.682 3.027 -1.890 0.03
C -1.422 1.794 -1.377 0.07
C -0.733 0.570 -1.683 0.05
C -0.821 -0.485 -0.754 0.00
C -1.904 -0.531 0.181 0.09
C -2.843 0.498 0.109 0.03
C -2.643 1.645 -0.673 0.10
Ti 0.601 1.817 -0.829 0.68
P 2.090 -0.943 0.104 0.00
H -1.473 3.418 -5.582 0.00
H -0.433 6.614 -2.798 0.00
H -1.309 5.130 -7.361 0.00
H -0.341 8.106 -4.752 0.00
H -3.480 2.312 -0.849 0.01
H -0.110 0.488 -2.561 0.01
H -3.765 0.291 0.650 0.00
H -0.332 -1.414 -0.981 0.00
C 1.941 -2.623 0.932 0.00
C 2.722 -3.856 0.490 0.00
H 0.864 -2.853 0.915 0.00
H 2.193 -2.414 1.981 0.00
H 2.608 -4.611 1.266 0.00
H 2.357 -4.308 -0.435 0.00
H 3.794 -3.696 0.383 0.00
C 2.610 -1.578 -1.515 0.00
C 2.942 -0.519 -2.535 0.00
H 1.813 -2.237 -1.894 0.00
H 3.465 -2.217 -1.277 0.00
H 3.108 -1.012 -3.502 0.00
H 2.119 0.201 -2.684 0.00
H 3.838 0.051 -2.285 0.00
C 3.691 -0.423 0.875 0.00
C 4.962 -1.252 0.721 0.00
H 3.472 -0.377 1.951 0.00
H 3.880 0.613 0.549 0.00
H 5.777 -0.694 1.179 0.00
H 4.913 -2.206 1.249 0.00
H 5.253 -1.442 -0.314 0.00
Br -1.974 -1.777 1.520 0.03
P -2.346 -3.216 -2.551 0.60
C -0.671 -3.476 -1.837 0.09
C -0.106 -4.875 -2.030 0.02
H -0.711 -3.222 -0.755 0.01
H -0.039 -2.745 -2.361 0.00
H 0.983 -4.854 -1.937 0.00
H -0.486 -5.568 -1.278 0.00
H -0.359 -5.266 -3.026 0.00
C -3.445 -3.051 -1.062 0.10
C -4.807 -3.747 -0.997 0.01
H -3.553 -1.973 -0.903 0.02
H -2.834 -3.450 -0.237 0.00
H -5.157 -3.703 0.053 0.00
H -5.525 -3.206 -1.633 0.00
H -4.747 -4.807 -1.290 0.00
C -2.384 -1.623 -3.474 0.09
C -3.220 -1.801 -4.751 0.02
H -1.346 -1.368 -3.724 0.00
H -2.773 -0.842 -2.819 0.01
H -3.506 -0.825 -5.161 0.00
H -2.655 -2.315 -5.527 0.00
H -4.141 -2.381 -4.570 0.00
N 0.565 1.828 0.894 -0.08
S -0.599 1.207 3.159 0.00
C 0.135 -0.033 4.169 0.00
C -0.598 -0.457 5.267 0.00
C -0.019 -1.316 6.197 0.00
C 1.303 -1.756 6.002 0.00
C 2.032 -1.325 4.901 0.00
C 1.453 -0.477 3.962 0.00
C -0.118 2.653 4.059 0.00
C 1.227 2.956 4.282 0.00
C 1.569 4.041 5.095 0.00
C 0.552 4.807 5.691 0.00
C -0.791 4.485 5.482 0.00
C -1.134 3.415 4.657 0.00
H 1.009 2.279 1.710 0.00
H -1.594 -0.067 5.402 0.00
H -0.566 -1.656 7.060 0.00
H 1.763 -2.454 6.724 0.00
H 3.083 -1.665 4.759 0.00
H 1.985 -0.103 3.085 0.00
H 2.003 2.327 3.866 0.00
H 2.612 4.289 5.268 0.00
H 0.835 5.664 6.330 0.00
H -1.557 5.084 5.973 0.00
H -2.168 3.129 4.510 0.00


Record 2
94
Properties=species:S:1:pos:R:3:lowdin_charge:R:1 method="wB97M-V/def2-TZVPD" de_lowest_kj_mol=0.0 charge=+3
Pd -0.701 -0.391 -0.285 0.85
C 0.992 -5.437 -2.163 -0.06
C 1.085 -6.135 -0.806 -0.56
C 0.080 -7.297 -0.782 -0.03
C 2.511 -6.680 -0.629 -0.03
C 0.771 -5.189 0.346 -0.14
C 0.813 -5.685 1.672 0.01
C 0.535 -4.911 2.773 -0.03
C 0.197 -3.574 2.554 -0.42
S -0.203 -2.340 3.711 1.23
C -0.403 -1.225 2.444 -0.55
N -0.190 -1.717 1.242 -0.05
C 0.151 -3.063 1.257 -0.28
C 0.437 -3.862 0.149 0.04
C -0.737 0.195 2.510 -0.24
C -0.917 0.944 3.670 0.01
C -1.143 2.310 3.592 -0.01
C -1.176 2.950 2.364 -0.01
C -1.007 2.232 1.175 -0.10
C -0.828 0.874 1.292 -0.17
H 1.230 -6.151 -2.950 0.10
H 1.706 -4.613 -2.247 0.09
H -0.015 -5.062 -2.359 0.08
H 0.285 -7.975 -1.611 0.10
H -0.945 -6.935 -0.886 0.10
H 0.145 -7.876 0.138 0.09
H 2.752 -7.346 -1.457 0.10
H 2.621 -7.250 0.292 0.09
H 3.244 -5.871 -0.619 0.09
H 1.073 -6.722 1.833 0.13
H 0.575 -5.327 3.770 0.13
H 0.392 -3.440 -0.848 0.10
H -0.869 0.451 4.634 0.13
H -1.279 2.881 4.500 0.13
H -1.327 4.020 2.309 0.13
H -0.999 2.765 0.237 0.06
C -4.456 -1.482 -2.622 -0.16
Si -4.400 -0.134 -1.349 0.45
C -6.068 0.450 -0.814 -0.15
C -3.388 -0.763 0.127 -0.15
C -3.424 1.399 -1.897 -0.50
Te -1.319 1.342 -2.187 1.47
C -1.233 0.050 -3.854 -0.50
Si -1.107 1.069 -5.503 0.42
C -1.241 -0.191 -6.852 -0.16
C -2.508 2.299 -5.508 -0.18
C 0.544 1.937 -5.455 -0.18
H -5.085 -2.294 -2.251 0.06
H -3.481 -1.918 -2.848 0.03
H -4.906 -1.137 -3.555 0.06
H -6.657 -0.371 -0.404 0.06
H -6.620 0.848 -1.669 0.06
H -6.012 1.235 -0.058 0.05
H -3.769 -1.670 0.602 0.07
H -3.230 -0.011 0.899 0.04
H -2.420 -1.148 -0.309 -0.02
H -3.563 2.197 -1.162 0.03
H -3.790 1.793 -2.850 0.02
H -2.125 -0.573 -3.840 0.00
H -0.353 -0.587 -3.739 0.02
H -2.200 -0.711 -6.823 0.05
H -0.445 -0.936 -6.787 0.05
H -1.160 0.289 -7.829 0.06
H -3.484 1.809 -5.469 0.04
H -2.481 2.874 -6.436 0.06
H -2.448 3.032 -4.698 0.03
H 1.367 1.228 -5.565 0.04
H 0.685 2.512 -4.533 0.01
H 0.618 2.651 -6.277 0.06
N 1.160 -0.131 -0.750 -0.37
S 1.919 1.356 -0.887 1.06
C 2.522 1.836 0.718 -0.42
C 2.387 1.033 1.838 -0.09
C 2.904 1.487 3.044 -0.04
C 3.535 2.722 3.111 -0.02
C 3.655 3.515 1.976 -0.03
C 3.143 3.079 0.766 -0.06
C 3.379 0.952 -1.786 -0.41
C 4.430 0.264 -1.181 -0.05
C 5.540 -0.036 -1.949 -0.03
C 5.594 0.360 -3.283 -0.01
C 4.542 1.053 -3.866 -0.03
C 3.414 1.353 -3.118 -0.07
H 1.707 -0.751 -0.148 0.03
H 1.899 0.065 1.793 0.09
H 2.824 0.870 3.929 0.12
H 3.939 3.068 4.052 0.13
H 4.150 4.475 2.032 0.13
H 3.242 3.692 -0.123 0.13
H 4.399 -0.002 -0.132 0.12
H 6.374 -0.562 -1.506 0.13
H 6.474 0.133 -3.870 0.13
H 4.605 1.370 -4.898 0.13
H 2.587 1.902 -3.556 0.08


Record 3
99
Properties=species:S:1:pos:R:3:lowdin_charge:R:1 method="wB97M-V/def2-TZVPD" de_lowest_kj_mol=171.9
Zr 0.316 -0.442 0.207 1.64
C -5.408 -3.356 -1.013 -0.08
C -4.099 -4.021 -0.562 -0.18
C -2.914 -3.191 -0.940 -0.14
C -2.109 -3.315 -2.030 -0.12
C -2.126 -4.374 -3.085 -0.18
C -2.927 -3.971 -4.330 -0.08
C -1.172 -2.215 -1.974 -0.24
C -0.228 -1.932 -2.948 0.06
C 0.682 -0.889 -2.928 -0.22
C 1.698 -0.673 -3.935 -0.12
C 1.933 -1.565 -5.112 -0.18
C 2.672 -2.845 -4.692 -0.07
C 2.433 0.394 -3.521 -0.12
C 1.865 0.821 -2.261 -0.22
C 2.407 1.813 -1.461 0.06
C 1.941 2.212 -0.218 -0.23
N 0.826 1.713 0.386 -0.01
C 0.659 2.426 1.538 -0.23
C -0.405 2.260 2.409 0.02
C -1.389 1.284 2.324 -0.25
N -1.417 0.256 1.417 -0.02
C -2.560 -0.451 1.677 -0.23
C -3.013 -1.544 0.950 0.03
C -2.454 -2.028 -0.217 -0.30
N -1.387 -1.460 -0.857 -0.04
C -3.255 0.118 2.805 -0.13
C -2.526 1.198 3.207 -0.13
C -2.841 2.161 4.310 -0.19
C -3.562 3.411 3.790 -0.08
C -4.539 -0.392 3.381 -0.19
C -4.317 -1.552 4.359 -0.08
C 1.719 3.398 1.682 -0.12
C 2.530 3.252 0.595 -0.12
C 3.778 4.003 0.258 -0.18
C 3.516 5.191 -0.677 -0.08
C 1.836 4.382 2.801 -0.18
C 0.906 5.587 2.597 -0.08
N 0.790 0.043 -1.936 0.00
C 3.649 0.991 -4.154 -0.18
C 4.936 0.412 -3.547 -0.07
H -6.273 -3.943 -0.702 0.07
H -5.427 -3.261 -2.099 0.07
H -5.496 -2.356 -0.587 0.07
H -4.016 -5.005 -1.026 0.11
H -4.119 -4.175 0.519 0.11
H -2.554 -5.286 -2.667 0.11
H -1.099 -4.607 -3.375 0.11
H -3.968 -3.774 -4.071 0.06
H -2.903 -4.769 -5.074 0.07
H -2.516 -3.067 -4.782 0.07
H -0.188 -2.600 -3.798 0.11
H 2.525 -1.036 -5.860 0.10
H 0.981 -1.828 -5.581 0.11
H 3.653 -2.602 -4.285 0.07
H 2.807 -3.516 -5.542 0.07
H 2.121 -3.372 -3.912 0.07
H 3.291 2.312 -1.836 0.11
H -0.475 2.954 3.237 0.11
H -3.898 -2.046 1.319 0.11
H -1.919 2.459 4.816 0.11
H -3.466 1.665 5.054 0.11
H -2.946 3.930 3.054 0.07
H -3.784 4.101 4.605 0.07
H -4.500 3.134 3.306 0.08
H -5.197 -0.717 2.573 0.11
H -5.050 0.422 3.900 0.11
H -3.808 -2.382 3.866 0.07
H -5.269 -1.913 4.752 0.07
H -3.699 -1.231 5.199 0.07
H 4.496 3.325 -0.208 0.11
H 4.237 4.368 1.178 0.11
H 3.062 4.856 -1.611 0.07
H 4.448 5.707 -0.912 0.07
H 2.836 5.904 -0.211 0.07
H 2.866 4.734 2.868 0.10
H 1.601 3.896 3.751 0.11
H 1.175 6.123 1.686 0.07
H 0.973 6.280 3.438 0.07
H -0.130 5.262 2.495 0.07
H 3.638 2.076 -4.027 0.11
H 3.634 0.795 -5.227 0.10
H 4.967 0.585 -2.471 0.07
H 5.819 0.865 -4.002 0.07
H 4.978 -0.665 -3.706 0.07
N 0.954 -0.226 3.256 0.00
N 2.322 -0.520 3.315 -0.03
C 2.848 -1.109 2.164 -0.60
N 3.832 -1.940 2.209 0.09
N 2.321 -0.577 1.015 -0.12
N 2.511 -1.250 -0.187 -0.32
O 3.667 -1.948 -0.364 0.00
O 1.360 -2.121 -0.350 -0.74
H 0.765 0.557 3.865 0.08
H 0.396 -1.021 3.547 0.04
H 2.644 -0.978 4.155 0.12
H 4.097 -2.212 3.146 0.06
H 3.974 -2.189 0.564 0.05
Te 0.462 -3.181 1.326 0.82